a:
17
Properties=species:S:1:pos:R:3 method="wB97M-V/def2-TZVPD" orbital_gap_ev=10.386 multiplicity=1 smiles="CC(=O)NC=O.O.O" homo_energy_ev=-10.35
C 0.894 1.119 0.398
C -0.158 1.288 -0.643
O -0.696 2.363 -0.839
N -0.150 0.174 -1.644
C 0.079 -1.205 -1.285
O -0.173 -2.116 -2.066
H 0.655 0.269 1.124
H 1.780 0.802 -0.086
H 1.065 2.059 0.948
H -0.657 0.508 -2.456
H 0.440 -1.352 -0.329
O 1.950 -0.458 2.444
H 2.726 0.007 2.525
H 1.484 -0.371 3.361
O -2.106 -0.830 1.962
H -1.778 -1.036 1.022
H -1.359 -0.986 2.572

***

b:
17
Properties=species:S:1:pos:R:3 method="wB97M-V/def2-TZVPD" orbital_gap_ev=10.456 multiplicity=1 smiles="O=C(O)NCCO.O" homo_energy_ev=-9.96
O -2.411 1.287 0.500
C -1.233 1.426 0.328
O -0.594 2.604 0.574
N -0.427 0.438 -0.162
C 0.992 0.528 -0.474
C 1.612 -0.846 -0.519
O 1.234 -1.553 -1.685
H -0.017 2.976 -0.096
H -1.004 -0.375 -0.324
H 1.442 1.252 0.200
H 1.093 0.934 -1.491
H 2.688 -0.716 -0.631
H 1.378 -1.468 0.342
H 0.302 -1.758 -1.791
O -1.352 -1.649 1.705
H -2.021 -2.306 1.787
H -1.682 -0.772 1.738

***

c:
17
Properties=species:S:1:pos:R:3 method="wB97M-V/def2-TZVPD" orbital_gap_ev=5.059 multiplicity=1 homo_energy_ev=-9.77
C -0.561 0.077 1.142
C 0.896 0.680 1.063
O 0.973 1.975 0.751
N -1.233 -0.222 -0.098
C -0.767 0.405 -1.521
O -0.637 1.694 -1.371
O 0.281 -0.340 -1.911
H -1.220 0.695 1.742
H -0.498 -0.895 1.592
H 1.546 0.051 0.466
H 1.269 0.586 2.081
H 0.430 2.033 -0.307
H -1.057 -1.244 -0.198
H -1.594 0.144 -2.178
H 0.933 -2.781 -0.038
H 0.654 -0.889 -1.110
O 0.585 -1.969 -0.105

***

Which one is the least stable? From the structures above, c.